Record 1
{
  "formula": "C6H10O2S",
  "method": "ωB97M-V/def2-TZVPD",
  "relative_energy_ev": 1.5484,
  "gap_ev": 8.9657,
  "charge": 0,
  "symbols": ["C", "C", "C", "C", "C", "C", "O", "O", "S", "H", "H", "H", "H", "H", "H", "H", "H", "H", "H"],
  "positions_angstrom": [[1.714, 0.282, -0.290], [1.268, -1.031, 0.308], [-0.064, -0.979, 1.103], [-1.067, 0.012, 0.342], [-0.442, 1.265, -0.182], [0.785, 1.076, -1.150], [3.487, 2.205, -0.344], [0.534, 0.637, -2.476], [3.155, 0.861, 0.246], [1.178, -1.965, -0.386], [2.151, -1.253, 0.982], [-0.517, -1.976, 1.158], [0.213, -0.770, 2.177], [-1.693, -0.473, -0.395], [-1.953, 0.482, 1.038], [-1.287, 1.893, -0.683], [-0.110, 1.948, 0.781], [1.321, 2.093, -1.248], [-0.197, -0.064, -2.492]],
  "atomic_forces_ev_per_a": [[0.38, -0.97, -0.25], [1.15, -1.86, 0.12], [-0.29, 0.81, 0.00], [-1.85, 0.57, 3.24], [-0.21, 3.08, 0.29], [0.51, 2.63, 1.05], [-0.21, -1.41, 0.72], [-1.59, -1.63, 0.56], [-0.78, 1.18, -1.20], [0.47, 2.04, 0.54], [-1.13, -0.45, -0.33], [0.15, 0.18, -0.23], [-0.75, 0.59, -1.10], [0.34, -0.60, -0.47], [2.15, -1.58, -1.06], [1.58, -0.95, 0.60], [-0.45, -1.65, -2.52], [-1.05, -1.41, -0.17], [1.57, 1.42, 0.22]]
}

=====

Record 2
{
  "formula": "C17H31Cl3IrO2P2",
  "method": "ωB97M-V/def2-TZVPD",
  "s_squared": 8.7677,
  "relative_energy_ev": 1.3224,
  "gap_ev": [5.6925, 6.1136],
  "charge": 2,
  "multiplicity": 6,
  "symbols": ["P", "P", "C", "C", "H", "H", "H", "H", "C", "H", "H", "H", "C", "H", "H", "H", "C", "H", "H", "H", "C", "H", "H", "H", "Ir", "C", "C", "C", "C", "C", "C", "C", "C", "C", "H", "H", "H", "H", "H", "H", "H", "H", "H", "H", "H", "H", "H", "H", "H", "Cl", "C", "Cl", "Cl", "C", "O", "O"],
  "positions_angstrom": [[0.591, -3.636, -0.510], [1.023, -0.248, -0.674], [0.020, -2.370, -1.754], [1.267, -1.535, -1.946], [-0.808, -1.864, -1.195], [-0.355, -2.853, -2.659], [2.223, -1.972, -1.596], [1.331, -1.080, -2.957], [0.098, 0.870, -2.027], [-0.197, 1.824, -1.586], [-0.806, 0.373, -2.430], [0.751, 1.101, -2.887], [2.422, 0.942, -1.093], [2.664, 0.937, -2.172], [3.320, 0.680, -0.518], [2.061, 1.947, -0.801], [-0.770, -4.762, -0.283], [-0.927, -4.947, 0.783], [-0.645, -5.706, -0.797], [-1.654, -4.246, -0.688], [1.664, -4.478, -1.653], [2.302, -3.723, -2.103], [1.042, -4.948, -2.419], [2.239, -5.232, -1.128], [1.144, -2.209, 0.844], [-1.576, 5.039, -0.519], [-2.708, 4.553, -1.027], [-3.185, 3.096, -1.127], [-2.675, 1.922, -0.197], [-1.734, 2.136, 0.958], [-0.443, 2.540, 0.972], [0.184, 3.851, 0.840], [-0.862, 4.979, 0.827], [2.305, -3.934, 1.272], [-0.921, 5.569, -1.259], [-3.294, 5.193, -1.755], [-2.964, 2.812, -2.174], [-4.293, 3.090, -1.050], [-3.589, 1.630, 0.370], [-2.324, 1.067, -0.823], [-2.140, 1.699, 1.854], [0.210, 1.695, 1.247], [0.793, 3.836, -0.092], [0.886, 4.009, 1.678], [-1.544, 4.896, 1.696], [-0.328, 5.925, 0.953], [3.361, -3.938, 0.926], [1.831, -4.857, 0.870], [2.338, -4.101, 2.363], [0.022, -1.368, 5.975], [0.230, -0.441, 4.420], [-1.365, 0.154, 3.881], [1.459, 0.779, 4.549], [0.660, -1.351, 3.206], [0.382, -2.584, 3.188], [1.282, -0.759, 2.225]],
  "atomic_forces_ev_per_a": [[-2.61, -1.83, -5.90], [0.08, 2.77, -4.38], [-0.77, -1.57, 0.28], [0.23, 1.23, -0.35], [0.42, -0.03, -0.95], [-0.06, 0.22, -0.04], [-0.40, -0.23, -0.95], [0.33, -0.48, 0.63], [-1.59, -0.56, 0.60], [-0.04, -0.10, 0.08], [0.34, 0.19, 0.30], [0.01, -0.52, 0.69], [0.82, -0.43, 1.56], [-0.28, -0.26, 0.65], [-0.04, 0.40, -0.16], [0.43, -0.50, -0.08], [-0.78, 0.20, 0.89], [-0.17, -0.10, -0.10], [0.16, -0.11, -0.11], [0.14, -0.29, 0.24], [0.56, -0.51, 0.15], [0.27, -0.50, -0.14], [0.11, 0.04, 0.10], [0.30, -0.20, -0.32], [3.08, 0.90, 5.52], [3.36, 1.30, 1.40], [-2.67, -2.00, -2.06], [0.19, -0.03, 0.82], [-0.81, -0.07, 0.57], [-4.09, -0.20, -0.48], [3.71, -0.86, 0.11], [0.39, 0.20, -0.06], [-0.70, 0.40, 0.00], [0.08, -1.12, 0.22], [-0.79, -0.04, 0.38], [0.76, -0.48, 0.79], [-0.14, 0.39, 0.14], [0.54, 0.29, -0.26], [0.44, -0.29, -0.93], [-0.44, 0.59, 0.23], [-0.13, 0.27, 0.54], [0.41, 0.35, -0.33], [-0.11, 0.37, 0.46], [-0.12, 0.22, -0.30], [0.16, -0.22, -0.67], [-0.10, 0.00, -0.22], [-0.71, 0.47, -0.19], [0.62, 0.27, 0.50], [-0.30, 0.66, -0.29], [0.28, 0.71, -1.43], [0.12, -1.47, -0.12], [0.17, 0.21, 0.27], [-0.15, 0.53, 0.48], [-0.07, -1.06, 0.73], [0.31, 2.24, -0.78], [-0.73, 0.69, 2.24]]
}

=====

Record 3
{
  "formula": "C13H14F6N4O8PS3",
  "method": "ωB97M-V/def2-TZVPD",
  "relative_energy_ev": 0.0000,
  "gap_ev": 7.4669,
  "charge": -1,
  "symbols": ["C", "N", "C", "C", "O", "C", "C", "C", "C", "C", "N", "S", "N", "C", "C", "C", "P", "O", "O", "O", "H", "H", "H", "H", "H", "H", "H", "H", "H", "H", "H", "H", "H", "H", "C", "F", "F", "F", "S", "O", "O", "N", "S", "O", "O", "C", "F", "F", "F"],
  "positions_angstrom": [[1.035, -2.440, -3.744], [2.123, -1.893, -4.562], [2.369, -2.699, -5.755], [1.983, -0.539, -4.848], [2.049, -0.101, -5.976], [1.728, 0.392, -3.675], [2.494, 0.140, -2.397], [3.787, -0.470, -2.506], [4.583, -0.720, -1.441], [4.105, -0.357, -0.161], [4.734, -0.519, 1.003], [3.748, 0.069, 2.126], [2.527, 0.548, 1.230], [2.825, 0.270, -0.042], [1.996, 0.532, -1.180], [0.645, 1.215, -1.105], [-0.430, 1.193, 0.349], [-1.792, 1.553, -0.060], [0.176, 2.203, 1.404], [-0.326, -0.276, 0.963], [0.108, -2.509, -4.320], [1.310, -3.437, -3.405], [0.885, -1.830, -2.859], [2.576, -3.716, -5.427], [3.221, -2.305, -6.297], [1.496, -2.718, -6.412], [0.651, 0.376, -3.518], [1.970, 1.387, -4.048], [4.163, -0.730, -3.484], [5.558, -1.172, -1.544], [0.009, 0.735, -1.847], [0.704, 2.268, -1.387], [0.535, 1.730, 2.165], [-1.248, -0.565, 1.068], [-5.416, -0.693, 6.250], [-5.357, -1.713, 7.114], [-6.134, -1.087, 5.194], [-6.065, 0.313, 6.842], [-3.703, -0.211, 5.768], [-3.165, -1.378, 5.124], [-3.082, 0.205, 6.994], [-4.120, 0.957, 4.793], [-3.025, 1.806, 4.031], [-2.308, 1.085, 3.017], [-2.266, 2.704, 4.855], [-4.196, 2.886, 3.105], [-4.958, 3.601, 3.942], [-5.000, 2.174, 2.315], [-3.500, 3.735, 2.349]],
  "atomic_forces_ev_per_a": [[0.47, -0.09, 0.24], [-0.61, 0.15, -0.57], [-0.09, -0.17, 0.36], [0.04, -0.05, 0.22], [0.31, 0.02, -0.09], [0.14, 0.05, -0.12], [-0.02, -0.18, -0.03], [0.17, 0.08, 0.00], [0.15, -0.03, 0.07], [-0.20, 0.11, -0.22], [-0.01, -0.01, 0.23], [0.25, -0.14, 0.05], [-0.23, 0.18, 0.06], [-0.05, -0.01, 0.09], [-0.14, 0.10, -0.04], [0.30, -0.47, 0.21], [-0.83, 0.53, -0.03], [0.17, -0.07, -0.37], [0.21, -0.20, 0.03], [-0.03, -0.06, -0.12], [-0.09, 0.04, 0.01], [0.01, -0.06, -0.01], [-0.09, 0.02, 0.04], [0.08, -0.06, -0.03], [0.02, 0.03, -0.08], [0.01, 0.06, -0.13], [-0.02, 0.09, 0.04], [-0.10, 0.07, -0.06], [-0.09, -0.01, -0.12], [0.05, -0.03, -0.03], [-0.19, 0.15, 0.02], [0.10, 0.07, -0.05], [0.06, 0.12, 0.11], [0.10, -0.07, 0.33], [-0.01, 0.10, -0.09], [0.01, -0.04, 0.03], [-0.01, -0.02, 0.02], [-0.01, -0.03, 0.02], [-0.15, -0.03, 0.01], [-0.02, 0.00, -0.07], [-0.02, 0.07, 0.01], [0.50, -0.03, 0.04], [-0.25, 0.09, 0.12], [0.15, -0.24, -0.10], [-0.01, 0.00, 0.02], [-0.09, -0.09, 0.07], [0.01, 0.01, -0.03], [0.01, 0.03, -0.03], [0.03, 0.04, -0.03]]
}